Record 1
{
  "formula": "C6H12O",
  "method": "wB97M-V/def2-TZVPD",
  "species": ["H", "C", "H", "H", "H", "H", "H", "H", "C", "C", "O", "H", "C", "C", "H", "H", "H", "C", "H"],
  "positions_angstrom": [[1.45382, 0.61748, -1.55681], [-2.18700, 0.06528, -0.10739], [3.47513, -0.28741, -0.49801], [-3.00789, -0.19484, -0.77922], [-1.47267, -1.96456, -0.37291], [2.64673, -0.50718, 1.04927], [-1.28073, 1.88914, -0.96380], [-2.60473, 0.65058, 0.71953], [-1.05767, 0.83104, -0.80072], [2.50029, -0.45890, -0.03232], [-0.09303, -0.78105, 0.58730], [-0.84572, 0.37586, -1.77587], [1.53583, 0.65098, -0.46392], [0.12305, 0.55691, 0.14288], [-1.82705, -1.58248, 1.32628], [1.97442, 1.62526, -0.21747], [0.04021, 1.23162, 1.01240], [-1.43958, -1.17326, 0.38873], [2.13422, -1.43511, -0.35277]],
  "forces_ev_per_a": [[-0.01, 0.01, 0.07], [-0.05, 0.04, -0.04], [-0.07, -0.03, 0.06], [0.07, 0.04, 0.05], [0.02, 0.04, 0.11], [-0.08, 0.10, -0.06], [0.13, -0.11, 0.13], [0.13, -0.10, -0.06], [0.11, -0.05, -0.01], [0.01, 0.04, -0.05], [0.12, -0.09, 0.11], [0.00, 0.05, 0.08], [-0.05, 0.08, -0.10], [0.06, 0.12, -0.05], [-0.06, 0.06, -0.09], [-0.14, -0.09, -0.04], [0.09, -0.12, -0.08], [-0.30, -0.08, -0.06], [0.04, 0.09, 0.04]],
  "smiles": "CC[C@H]1CCCO1",
  "e_above_lowest_ev": 0.5583,
  "homo_ev": -9.4,
  "total_charge": 0
}



Record 2
{
  "formula": "C6H10N4OS2",
  "method": "wB97M-V/def2-TZVPD",
  "species": ["N", "H", "H", "C", "N", "H", "H", "H", "H", "N", "C", "C", "H", "C", "C", "S", "H", "C", "H", "S", "O", "N", "H"],
  "positions_angstrom": [[-0.68622, -0.31584, -1.47813], [-2.53094, 2.17348, 0.77234], [-0.51639, -1.96603, -2.74100], [-0.44575, -0.13269, -0.12190], [1.55906, 0.33363, 1.42603], [2.20792, 0.99552, 1.84969], [-2.95496, 0.83716, -0.33494], [0.14776, -2.45353, 2.23781], [-1.79498, 2.08566, -0.85502], [0.38047, -1.63469, 1.67756], [1.14642, -0.67188, 2.16251], [-0.13302, -1.46131, 0.41025], [2.65269, 0.43549, -1.98574], [1.30522, 0.52712, 0.01164], [-2.16405, 1.50958, -0.00662], [2.48744, -0.41606, -0.96973], [1.47434, -0.73234, 3.19530], [-0.43321, -1.53981, -1.75733], [0.16790, -3.26545, -0.64536], [1.09051, 2.26442, -0.28213], [-1.10163, 0.76572, 0.62124], [-0.06481, -2.27775, -0.64272], [1.07885, 2.21241, -1.62220]],
  "forces_ev_per_a": [[-0.13, 0.02, -0.49], [0.03, -0.06, -0.09], [0.09, -0.29, -0.12], [0.18, -0.15, 0.21], [0.06, -0.36, 1.03], [0.00, -0.12, 0.07], [0.03, -0.03, 0.04], [0.13, 0.17, 0.03], [0.01, -0.06, 0.11], [-0.61, -0.82, -0.06], [0.62, 1.04, -0.03], [0.24, 0.27, -1.19], [-0.09, 0.19, -0.06], [-0.08, -0.59, -1.48], [-0.51, 0.38, -0.23], [-0.07, 0.08, 0.52], [0.01, -0.03, -0.04], [-0.46, 1.16, -0.58], [0.21, -0.03, 0.02], [0.15, 0.11, 0.20], [0.12, -0.63, 0.43], [-0.02, -0.08, 1.75], [0.09, -0.18, -0.05]],
  "smiles": "CO[C@]12N=C[NH+]=C1NC=[NH+]C2(S)S",
  "e_above_lowest_ev": 0.0000,
  "homo_ev": -17.1,
  "total_charge": 2
}



Record 3
{
  "formula": "C9H17BaO17",
  "method": "wB97M-V/def2-TZVPD",
  "species": ["O", "C", "H", "C", "O", "O", "O", "H", "C", "H", "H", "O", "O", "H", "O", "O", "H", "C", "H", "O", "Ba", "C", "O", "H", "C", "C", "O", "H", "O", "C", "C", "O", "O", "H", "H", "O", "H", "O", "H", "O", "H", "H", "H", "H"],
  "positions_angstrom": [[2.10940, 2.14880, 0.07513], [3.44793, 2.37832, -0.43657], [4.32923, 2.80397, -2.32129], [3.34893, 2.47122, -1.95487], [4.60429, -0.52691, 1.47893], [0.25384, 1.49990, 2.87846], [-2.32806, -1.01726, -0.35559], [3.15898, 1.46897, -2.33431], [-2.69106, -2.00765, -1.30582], [-3.76300, -2.19032, -1.16248], [-3.42896, -0.57779, -2.76478], [-2.24759, 1.97230, 0.23818], [-4.20202, 1.06969, -0.36402], [0.59799, -3.03171, -4.00467], [-0.25903, 1.31341, 5.04101], [1.53504, -3.34308, -2.38489], [2.61304, 3.19673, -2.29784], [-0.99399, -2.95211, 2.15288], [-2.83927, -2.16269, -3.42194], [2.43177, -1.14145, 1.23113], [-0.07053, 0.21935, 0.47318], [3.33470, -0.79345, 2.01719], [-0.61820, -3.80076, 1.32056], [-4.87318, 3.06368, -0.42476], [-3.43971, 2.03761, -0.11509], [-2.65860, -1.35191, -2.70607], [-3.93622, 3.31194, -0.39543], [3.77738, 3.31868, 0.02015], [-0.58594, -1.79110, 2.34221], [0.83323, -2.30771, -2.47330], [-0.19758, 1.93711, 3.98076], [-2.06815, -3.34152, 2.97718], [0.14521, -2.22131, -3.69562], [-0.29085, 3.51822, 3.09757], [4.05477, 1.56858, -0.03835], [0.71447, -1.39078, -1.63549], [-3.10354, -0.42294, -0.28707], [3.28884, -0.74447, 3.26569], [1.63047, 2.91080, -0.26999], [-0.57921, 3.27268, 3.98818], [-2.01466, -2.85639, -1.32248], [-2.37833, -4.11385, 2.48900], [-1.70666, -0.87608, -2.92647], [5.06484, -0.51870, 2.33179]],
  "forces_ev_per_a": [[0.42, 0.31, -0.38], [-1.44, 0.24, 0.42], [-0.09, -0.08, -0.23], [1.42, -0.34, 0.45], [0.62, 0.15, -0.04], [-0.55, 0.98, -0.46], [-0.16, -0.54, 0.17], [-0.26, 0.12, -0.24], [-0.35, 2.00, -1.33], [0.24, -1.02, 0.33], [-0.14, -0.14, -0.06], [-0.32, 0.54, -0.07], [-0.51, 0.60, 0.31], [-0.64, 0.21, -0.65], [-0.53, 0.85, 0.11], [-0.32, 0.31, -0.50], [-0.20, -0.07, 0.11], [0.82, 0.92, -0.78], [-0.03, 0.32, -0.30], [0.72, 1.16, -0.44], [0.81, -1.45, 1.53], [-2.19, -1.26, 0.79], [-0.49, -0.22, 0.25], [-0.03, 0.52, -0.35], [1.71, -1.19, -0.66], [-0.11, -0.35, 0.20], [-0.73, -0.51, 0.53], [0.31, 0.02, -0.17], [-0.42, -0.16, -0.14], [1.10, -0.12, 1.82], [1.09, -2.28, 0.45], [-0.42, -0.26, 0.01], [0.53, -0.40, -0.09], [-0.30, 0.20, 0.03], [0.06, -0.16, -0.30], [-0.68, 0.28, -0.91], [0.23, 0.33, 0.14], [0.78, 0.27, -0.26], [-0.38, -0.08, 0.31], [0.08, 0.56, -0.40], [-0.13, -0.12, 0.71], [0.06, -0.14, 0.24], [0.15, -0.27, 0.09], [0.28, 0.27, -0.25]],
  "e_above_lowest_ev": 0.0000,
  "homo_ev": 0.2,
  "total_charge": -3
}



Record 4
{
  "formula": "C18H18BrClN2O5S",
  "method": "wB97M-V/def2-TZVPD",
  "species": ["S", "H", "H", "C", "C", "N", "O", "H", "O", "H", "C", "O", "Br", "H", "C", "Cl", "H", "C", "H", "H", "C", "C", "C", "N", "C", "H", "H", "H", "H", "C", "O", "H", "C", "C", "H", "C", "H", "C", "C", "C", "C", "C", "H", "O", "H", "H"],
  "positions_angstrom": [[1.62417, 3.08641, 0.87113], [-3.55891, -2.53460, -2.00241], [3.47125, 1.58110, 2.37847], [-0.26421, -1.96674, 2.43554], [-1.21149, -2.73725, 1.49055], [-0.97630, -2.49699, 0.19101], [0.57344, -0.14565, 0.60759], [-1.20131, -3.17360, -1.74490], [1.78095, 4.12548, -0.09320], [4.93935, -0.37526, 1.84358], [-2.91267, 0.33397, -0.61453], [1.86576, 3.36637, 2.25368], [5.37481, -1.92602, -0.62560], [3.48352, -0.29588, -2.18918], [-0.07505, 0.22685, 1.56074], [1.66312, 1.88079, -2.05034], [-3.49804, 0.13317, 0.27230], [-1.81696, -3.03804, -0.85397], [-2.81621, 2.44149, -0.25220], [-1.47546, 2.90704, -2.26941], [-1.77432, 1.89481, -2.03914], [2.68183, 1.19143, -0.86863], [3.48987, 0.11037, -1.19018], [0.05312, 2.55007, 0.77165], [-3.01160, -2.11947, -1.15348], [-0.31252, -1.77847, -0.06826], [-1.48324, 1.79099, 1.96410], [-2.18329, -4.00888, -0.51276], [-1.56055, -1.24010, -3.27167], [-1.82326, -0.43726, -2.59785], [-2.04659, -3.50408, 1.91181], [0.77239, -2.10709, 2.11203], [3.49511, 1.14858, 1.39060], [-2.52500, 1.63134, -0.90511], [0.10016, 2.01241, 2.73401], [-2.57595, -0.71349, -1.46168], [-0.40821, -2.33582, 3.45151], [-0.40422, 1.68450, 1.81983], [2.68586, 1.70373, 0.41870], [4.30672, 0.06893, 1.09110], [-1.42144, 0.85455, -2.88333], [4.28827, -0.43737, -0.19998], [-0.83879, 1.05368, -3.77006], [-0.56459, -0.56777, 2.49376], [-3.67365, -2.11832, -0.28634], [-0.23589, 2.28011, -0.15951]],
  "forces_ev_per_a": [[-0.20, 0.07, -0.25], [-0.08, -0.02, 0.03], [0.06, -0.01, 0.13], [0.06, -0.51, -0.04], [0.64, 0.53, 0.30], [0.08, 0.05, -0.58], [-0.27, -0.06, 0.24], [-0.05, -0.05, 0.03], [-0.04, -0.12, -0.12], [0.04, -0.01, 0.03], [0.00, -0.08, 0.01], [0.04, -0.28, 0.24], [-0.02, 0.03, 0.00], [0.00, -0.01, -0.06], [0.28, 0.12, -0.53], [-0.15, -0.12, -0.63], [-0.08, -0.04, 0.08], [-0.29, -0.08, 0.12], [-0.03, 0.09, 0.07], [0.03, 0.11, -0.02], [-0.08, 0.09, -0.01], [0.43, -0.16, 0.24], [-0.12, 0.15, 0.08], [0.74, 0.37, 0.07], [0.20, -0.14, 0.00], [0.00, -0.06, 0.23], [0.12, -0.03, 0.03], [0.08, 0.05, -0.15], [0.04, -0.10, -0.09], [-0.02, 0.04, 0.01], [-0.39, -0.30, 0.22], [-0.10, 0.06, 0.09], [-0.02, 0.05, 0.06], [0.00, 0.10, -0.04], [-0.27, -0.21, 0.07], [-0.14, -0.05, 0.04], [0.00, 0.03, -0.22], [0.02, -0.13, 0.32], [-0.29, 0.61, 0.11], [-0.01, -0.07, -0.14], [-0.01, -0.03, -0.06], [0.02, -0.03, 0.08], [0.05, 0.01, -0.09], [-0.35, 0.11, 0.37], [-0.03, -0.03, -0.03], [0.11, 0.05, -0.20]],
  "smiles": "O=C(COC(=O)CNS(=O)(=O)c1ccc(Br)cc1Cl)NCCc1ccccc1",
  "homo_ev": -9.5,
  "total_charge": 0
}